Record 1
Density functional theory data (ωB97M-V with the def2-TZVPD basis set) for a molecular structure, C3H3NO at a distorted geometry.

XYZ file:
```
8
Properties=species:S:1:pos:R:3:forces:R:3:lowdin_charge:R:1
C -2.722 0.610 -0.020 2.0 -0.6 0.0 -0.191
C -1.497 -0.123 -0.039 -8.4 -7.6 -0.2 -0.090
C -0.151 -0.076 -0.013 6.0 1.9 1.2 -0.110
N -3.750 1.127 0.003 -0.3 0.3 0.0 0.200
O -2.206 -1.887 0.034 3.0 7.2 -0.3 -0.233
H 0.343 0.973 0.288 -1.2 -2.1 -0.8 0.150
H 0.440 -0.494 -0.895 -1.2 0.5 0.9 0.144
H 0.106 -0.780 0.822 0.0 0.3 -0.6 0.129
```
Forces are in eV/Å.

Properties
Frontier orbital gap (spin up / spin down): 7.26 / 7.22 eV
2S+1: 1
HOMO energy (spin up / spin down): -10.03 / -9.99 eV
Energy above the lowest of the compared OMol25 structures with the same formula, charge and spin: 650.9 kJ/mol

---

Record 2
Density functional theory data (ωB97M-V with the def2-TZVPD basis set) for a single C3H3NO molecule at a distorted geometry.

XYZ file:
```
8
Properties=species:S:1:pos:R:3:forces:R:3:lowdin_charge:R:1
O -0.474 1.238 -0.744 -1.8 1.3 0.3 0.039
C -0.826 0.609 0.236 -0.2 1.2 -1.4 -0.227
C 0.001 -0.617 0.384 1.0 0.5 -1.1 -0.056
C 1.124 0.006 -0.563 1.9 -2.8 1.3 -0.264
N 2.040 0.158 -1.263 -1.0 -0.1 0.9 0.135
H -1.590 1.078 0.850 -0.4 -0.7 0.6 0.129
H -0.333 -1.401 -0.303 -0.6 -0.1 0.3 0.117
H 0.057 -1.071 1.404 1.1 0.7 -0.9 0.128
```
Forces are in eV/Å.

Properties
Frontier orbital gap: 10.36 eV
2S+1: 1
HOMO energy: -10.22 eV
Energy above the lowest of the compared OMol25 structures with the same formula, charge and spin: 196.5 kJ/mol

---

Record 3
Density functional theory data (ωB97M-V with the def2-TZVPD basis set) for a single C3H3NO molecule at a distorted geometry.

XYZ file:
```
8
Properties=species:S:1:pos:R:3:forces:R:3:lowdin_charge:R:1
C -2.011 0.239 0.182 4.2 -0.1 2.8 0.146
C 1.361 0.364 0.084 -1.2 -2.1 -0.3 -0.296
C 0.301 -0.654 -0.003 4.1 3.1 1.1 -0.068
N -0.893 -0.187 -0.078 -4.8 -0.3 -1.1 0.006
O 2.534 0.120 -0.152 0.4 0.3 0.2 0.011
H -2.784 0.440 -0.423 -3.2 0.4 -2.4 0.004
H 0.886 1.302 0.293 0.4 1.5 0.1 0.096
H 0.606 -1.625 0.098 0.0 -2.7 -0.3 0.101
```
Forces are in eV/Å.

Properties
Frontier orbital gap (spin up / spin down): 6.95 / 7.52 eV
2S+1: 3
HOMO energy (spin up / spin down): -6.49 / -9.69 eV
Energy above the lowest of the compared OMol25 structures with the same formula, charge and spin: 111.5 kJ/mol